Entry from the Open Molecules 2025 dataset: a molecular structure, C22H34AuN5O5P3S at a distorted geometry (the ωB97M-V functional and the def2-TZVPD basis).

Structure (ORCA input):
```
! wB97M-V def2-TZVPD RIJCOSX def2/J DEFGRID3
* xyz 1 1
H -2.783 2.187 0.164
C -0.054 3.360 -1.146
H 2.203 0.777 -2.436
H -1.482 -6.098 1.092
C -0.391 -3.029 0.241
C -1.666 -5.104 0.683
H -3.389 -3.909 -1.913
N -0.926 2.477 -0.667
C 2.786 3.903 1.151
H 0.613 -2.623 0.162
H 0.988 4.787 -3.349
C -1.550 -5.944 -1.551
H 1.419 -4.783 -0.549
H -3.303 4.609 0.358
C 1.952 4.081 2.242
H -1.568 6.269 -0.393
P -1.244 -2.916 -1.431
H 3.423 2.597 -0.395
H 1.933 5.029 2.763
C 1.123 1.816 2.003
C -2.361 4.289 -0.064
Au -0.389 0.015 -0.635
C 0.801 0.314 4.350
H 2.830 -2.038 0.132
H 0.515 3.186 3.538
H 3.421 4.711 0.814
N -2.383 -5.230 -0.580
H -2.187 0.984 2.123
H -1.465 2.245 3.140
H 1.855 0.036 4.309
C -0.222 -4.075 -2.391
N -0.206 -5.379 -1.730
C 1.948 1.655 0.873
C 2.785 2.695 0.472
C 0.822 5.691 -1.503
C 2.806 0.365 -1.630
H -3.282 -3.379 -0.237
H 0.804 -3.701 -2.439
O -2.542 -0.411 -0.903
H -2.268 -4.538 1.393
C 1.143 3.038 2.668
O -1.795 0.489 -3.032
H 3.151 -0.623 -1.937
S -2.606 -0.496 -2.395
H 0.710 1.255 4.894
P 1.800 0.141 -0.127
H 0.568 -6.234 0.005
H 2.093 6.072 -3.034
H -2.061 -5.961 -2.514
O -3.889 -0.797 -2.916
H -0.957 -2.467 0.983
C 2.717 -1.153 0.760
C -1.416 5.202 -0.493
H 0.268 -0.462 4.901
H 2.207 -1.419 1.684
C -2.738 -3.890 -1.036
H -0.600 -4.132 -3.412
C -1.516 1.171 2.962
N 1.432 5.397 -2.685
H 3.688 0.984 -1.475
H 3.709 -0.767 0.999
O -1.758 -1.960 -2.602
H -1.947 0.696 3.844
N -0.366 -4.450 0.505
O 1.132 6.633 -0.807
C 0.437 -5.243 -0.428
H 0.859 2.959 -1.572
C -0.246 4.728 -1.072
P 0.123 0.402 2.643
C -2.072 2.936 -0.166
H -1.433 -6.971 -1.206
*
```

- Orbital gap: 8.2965 eV
- Strongest force on any atom: 1.6 eV/Å
- Electronic energy: -3066.489659 Eh
- HOMO: -11.0 eV
- E_LUMO: -0.09987 Eh
- Relative energy (zero: lowest compared OMol25 entry of this formula, charge and spin): 165.24 kJ/mol

Here are the Löwdin charges for atoms 1 to 6, given in e:
1. H 0.10
2. C -0.10
3. H 0.04
4. H 0.14
5. C -0.25
6. C -0.16

=====

Entry from the Open Molecules 2025 dataset: a molecular structure, C22H34BiFN5O8 at a distorted geometry (the ωB97M-V functional and the def2-TZVPD basis).

Structure (ORCA input):
```
! wB97M-V def2-TZVPD RIJCOSX def2/J DEFGRID3
* xyz 1 1
C -1.006 0.982 4.703
H -2.010 2.672 8.951
C 2.493 2.451 -1.364
C 0.081 -1.438 -4.029
H 0.405 2.242 9.394
C 3.368 -3.070 6.125
H 2.840 -2.470 3.742
C -1.361 1.216 6.007
N -0.946 0.934 8.446
H 2.222 -4.175 4.572
C 1.795 -0.778 2.921
O 2.472 0.002 0.701
H 1.444 -2.548 7.086
O -2.541 0.001 -0.123
H -0.205 -1.949 -0.036
C 1.946 -2.600 6.122
H -2.577 3.314 0.840
H -0.612 -2.278 -4.174
H 1.998 -4.796 6.295
H 1.071 0.672 8.923
H -1.209 2.250 11.177
C 2.288 -3.975 5.642
C -2.547 1.057 10.274
C -2.163 1.577 8.893
H -2.594 -0.631 0.622
H -3.393 1.618 10.684
H 1.420 2.435 -1.641
C 2.718 -0.802 1.722
C -1.362 -0.708 -2.047
F -2.417 2.077 6.225
H 2.778 3.507 -1.460
O 3.685 -1.556 1.757
O 2.191 -0.763 -2.347
H -0.265 -0.463 10.734
H 3.799 -3.283 7.104
H 2.615 0.151 -2.460
H -1.610 0.917 12.088
H 2.760 2.168 -0.328
O -0.051 0.548 2.115
N 0.902 -0.452 -1.894
H -2.712 -0.873 -3.701
O -2.546 2.919 -0.050
C -0.681 0.630 7.105
H 0.863 -0.785 7.636
H -2.813 1.987 0.080
H 0.684 0.887 11.427
H -2.777 -0.011 10.272
C 0.336 -0.304 6.810
H 4.042 -2.638 5.381
N -1.374 1.244 11.152
N 1.573 -1.626 5.180
C -2.650 -1.127 -2.633
C -0.105 0.618 10.718
O 0.344 -2.332 0.676
C 0.089 0.136 4.414
H -1.530 1.438 3.870
H 1.104 -1.805 -4.167
C 2.106 -1.688 3.917
H -3.497 -0.667 -2.113
N -1.260 -0.295 -0.765
H -0.125 -0.713 -4.831
C -0.115 -0.842 -2.685
H 4.115 1.500 -2.023
C 0.621 0.006 3.098
H -2.760 -2.222 -2.561
Bi 0.595 0.877 0.022
C 0.183 1.158 9.328
H 1.004 -2.886 0.204
C 0.677 -0.591 5.486
H -2.973 1.377 8.189
O 3.210 1.640 -2.348
*
```

- Orbital gap (spin up / spin down): 5.8725 / 3.7377 eV
- Strongest force on any atom: 2.3 eV/Å
- Electronic energy: -2048.441650 Eh
- HOMO (spin up / spin down): -8.7 / -6.6 eV
- E_LUMO (spin up / spin down): -0.10476 / -0.10419 Eh
- Relative energy (zero: lowest compared OMol25 entry of this formula, charge and spin): 0.00 kJ/mol

Here are the Löwdin charges for atoms 1 to 6, given in e:
1. C 0.04
2. H 0.14
3. C -0.20
4. C -0.01
5. H 0.14
6. C -0.09

=====

Entry from the Open Molecules 2025 dataset: a molecular structure, C22H34BrNO2RhSi2 (the ωB97M-V functional and the def2-TZVPD basis).

Structure (ORCA input):
```
! wB97M-V def2-TZVPD RIJCOSX def2/J DEFGRID3
* xyz 1 1
H 2.873 -1.064 3.834
C -1.927 0.591 -1.896
O -2.384 -0.550 -2.023
C -0.094 0.729 1.673
H -3.233 -0.197 0.997
H 3.895 1.127 1.805
C -1.091 1.982 -3.875
C 2.976 0.875 1.270
H 1.157 -1.424 4.004
H 0.998 0.785 -1.745
Rh -0.742 -0.559 0.295
C -3.141 0.769 1.513
C 1.926 -1.129 3.289
C -2.698 0.946 -5.298
H -4.179 1.337 -3.849
H 3.329 -5.699 0.246
H 3.183 0.005 0.644
H -2.199 -0.007 -5.463
Br -0.514 -2.742 1.456
H 1.075 1.596 4.708
H -2.755 2.492 -2.546
H -2.003 -1.495 3.530
H -1.579 3.344 2.906
C 2.718 -2.640 -1.129
N -3.254 0.919 -3.897
C 1.447 -0.185 -1.579
H -3.513 1.051 -6.009
H 2.040 -1.925 2.553
C -1.720 2.510 3.596
C 3.346 -3.884 -0.866
H 1.259 -5.113 1.502
H 1.448 2.833 3.499
Si 1.604 0.538 2.502
H -0.975 2.020 -6.066
H -3.078 1.551 0.756
H -3.297 -0.041 -3.486
C -1.872 -0.506 3.971
O -1.156 1.015 -0.990
C 1.063 -3.242 0.502
C 0.892 -1.046 -0.667
H -2.230 3.053 -5.382
H 2.741 1.873 4.218
C 1.662 -4.432 0.765
H 4.157 -1.976 -2.591
H -0.351 1.179 -3.854
H -0.029 1.695 1.145
C 3.248 -1.719 -2.062
H -1.017 -0.550 4.647
H -2.686 2.646 4.088
H -2.759 -0.309 4.580
H 2.735 1.711 0.611
C 2.627 -0.524 -2.278
H -4.069 0.908 2.074
H -0.608 2.893 -3.533
C 2.837 -4.756 0.051
H 3.046 0.184 -2.982
C 1.711 1.834 3.854
C 1.532 -2.298 -0.430
C -1.709 2.101 -5.267
C -2.278 1.615 -2.978
H 4.249 -4.130 -1.410
H -0.947 2.572 4.359
Si -1.685 0.865 2.709
*
```

- Orbital gap: 7.8726 eV
- Strongest force on any atom: 0.8 eV/Å
- Electronic energy: -4327.361287 Eh
- HOMO: -10.5 eV
- E_LUMO: -0.09728 Eh
- Relative energy (zero: lowest compared OMol25 entry of this formula, charge and spin): 0.00 kJ/mol

Here are the natural (NBO) charges for atoms 1 to 6, given in e:
1. H 0.25
2. C 0.78
3. O -0.69
4. C -1.15
5. H 0.23
6. H 0.24